No. 1
Here is 2 unconnected molecules or ions with the total composition C2H2N5 in a non-equilibrium geometry from the OMol25 dataset. Energies are from ωB97M-V/def2-TZVPD.

Properties
HOMO energy in eV: -5.3593
Spin multiplicity: 1
Energy above the lowest of the compared OMol25 structures with the same formula, charge and spin in kcal per mole: 7.9
Total charge: -1
Frontier orbital gap in eV: 9.974

Geometry (Å):
1 C 0.67219 -0.80191 -0.02416
2 C -3.21414 0.15761 -0.24418
3 N 0.35477 0.46598 -0.25665
4 N 1.94368 -1.05557 0.06080
5 N 1.59230 1.00662 -0.26521
6 N 2.50992 0.16091 -0.08198
7 N -2.26942 0.68717 0.10602
8 H -0.19825 -1.56865 0.22146
9 H -1.39105 0.94785 0.48390

***

No. 2
Here is a molecular structure, FeH42O21 in a non-equilibrium geometry from the OMol25 dataset. Energies are from ωB97M-V/def2-TZVPD.

Properties
HOMO energy (alpha / beta) in eV: -19.1594 / -19.1548
Spin multiplicity: 6
Total charge: +3
Frontier orbital gap (alpha / beta) in eV: 11.396 / 8.131

Geometry (Å):
1 Fe 0.29011 0.34951 0.19522
2 O 0.93060 1.70063 -3.28085
3 H 1.28507 2.37014 -3.86595
4 H 0.22925 1.28820 -3.78506
5 O 1.65642 -0.70962 1.13697
6 H 2.57839 -0.56937 1.35270
7 H 1.47608 -1.60457 1.42465
8 O -2.34773 -2.94687 2.51391
9 H -3.16337 -2.81198 2.03145
10 H -1.94445 -3.70755 2.09559
11 O -1.20898 -0.77258 0.95555
12 H -1.61472 -1.50648 0.49403
13 H -1.71146 -0.69156 1.76622
14 O 0.15792 -0.77139 -1.41104
15 H -0.32764 -0.70410 -2.23320
16 H 0.76272 -1.50046 -1.54852
17 O -2.84781 3.62613 -0.82005
18 H -3.73952 3.45564 -0.51668
19 H -2.95786 3.97529 -1.70448
20 O -0.58998 -1.32048 -3.93348
21 H -0.79268 -2.06870 -3.37196
22 H -0.91118 -1.57552 -4.79836
23 O 0.18764 4.19887 0.55562
24 H 0.91401 4.72455 0.22056
25 H -0.59498 4.70647 0.34096
26 O -1.87930 -3.05622 -0.46895
27 H -2.64229 -3.48470 -0.08103
28 H -1.66401 -3.59360 -1.23125
29 O 0.26243 1.59196 1.85398
30 H 0.02388 2.51763 1.80440
31 H 0.16489 1.36824 2.77955
32 O 1.59169 1.66285 -0.62443
33 H 2.29951 2.01179 -0.08273
34 H 1.93168 1.70251 -1.51833
35 O -4.33930 -0.65262 0.56632
36 H -4.96507 -0.76650 -0.14898
37 H -4.75656 -1.07136 1.31917
38 O 4.43221 1.18917 -1.29739
39 H 4.67136 0.69718 -0.51189
40 H 5.24368 1.61889 -1.56773
41 O -1.31746 1.46873 -0.39886
42 H -1.53846 2.38762 -0.24712
43 H -1.96497 1.16830 -1.03659
44 O 3.20280 2.11500 1.54494
45 H 4.14333 2.28231 1.60536
46 H 2.83475 2.52916 2.32548
47 O -2.67792 0.59577 2.95206
48 H -3.10749 1.45047 2.91741
49 H -3.33086 0.01467 3.34226
50 O -0.14904 -0.57352 3.89821
51 H -1.08935 -0.74229 3.95781
52 H 0.25528 -1.43766 3.97574
53 O 4.51891 -0.96683 1.40928
54 H 5.16746 -0.26381 1.37203
55 H 5.03379 -1.76102 1.55205
56 O -2.77658 0.14559 -2.46520
57 H -2.28102 0.21898 -3.28084
58 H -3.55326 -0.36172 -2.70108
59 O 2.69177 -1.83631 -1.97284
60 H 3.33718 -2.14765 -1.33821
61 H 3.01106 -2.15637 -2.81654
62 O 1.23554 -3.33093 0.45465
63 H 0.45346 -3.88051 0.50513
64 H 1.81040 -3.78743 -0.15967

***

No. 3
Here is a molecular structure, CH11MnN2 in a non-equilibrium geometry from the OMol25 dataset. Energies are from ωB97M-V/def2-TZVPD.

Properties
HOMO energy (alpha / beta) in eV: 0.4485 / -0.4779
Spin multiplicity: 6
Energy above the lowest of the compared OMol25 structures with the same formula, charge and spin in kcal per mole: 0.0
Total charge: -1
Frontier orbital gap (alpha / beta) in eV: 3.424 / 4.235

Geometry (Å):
1 C 0.62353 1.58244 -2.27904
2 Mn 0.10249 0.09250 -0.92840
3 N -0.32472 -0.75658 1.15083
4 H -0.50298 -1.67089 -1.47423
5 H 0.53158 -0.66862 1.70033
6 H -0.31213 -1.74496 -0.70449
7 H 0.52213 0.91952 -3.16073
8 H 1.64118 1.99075 -2.24192
9 H -0.12110 2.40120 -2.29020
10 H -1.06050 -0.22248 1.62623
11 H -0.60308 -1.74154 1.26827
12 N 0.73400 1.72726 0.48240
13 H 0.28433 2.62085 0.24575
14 H 1.72994 1.91234 0.36674
15 H 0.58613 1.60672 1.48467

***

No. 4
Here is a molecular structure, C5H10ClNS in a non-equilibrium geometry from the OMol25 dataset. Energies are from ωB97M-V/def2-TZVPD.

Properties
HOMO energy in eV: -8.9411
Spin multiplicity: 1
Energy above the lowest of the compared OMol25 structures with the same formula, charge and spin in kcal per mole: 56.3
Total charge: 0
Frontier orbital gap in eV: 9.653

Geometry (Å):
1 C 2.82785 -1.26509 0.31314
2 C 0.59568 0.33716 0.71980
3 C 1.21243 1.66805 0.43455
4 C -0.70179 1.06005 0.21093
5 C -1.60151 0.23207 -0.74353
6 H 3.48210 -0.55036 -0.23176
7 H 3.00259 -1.43616 1.43634
8 H 3.08866 -2.33821 -0.17795
9 H 0.51123 0.11634 1.79491
10 H 1.26942 2.27831 1.29566
11 H 2.30985 1.69866 -0.01298
12 H 0.31570 1.56193 -1.47574
13 H -1.49742 1.41976 1.04762
14 H -2.24665 0.88622 -1.24271
15 H -1.04348 -0.34058 -1.51160
16 N 0.19764 2.03032 -0.48210
17 S 1.18148 -0.90442 -0.54381
18 Cl -2.55736 -0.89593 0.32615

***

No. 5
Here is a molecular structure, C6H18BeNO9 in a non-equilibrium geometry from the OMol25 dataset. Energies are from ωB97M-V/def2-TZVPD.

Properties
HOMO energy in eV: -12.0135
Spin multiplicity: 1
Energy above the lowest of the compared OMol25 structures with the same formula, charge and spin in kcal per mole: 272.5
Total charge: +1
Frontier orbital gap in eV: 2.776

Geometry (Å):
1 Be 19.86692 13.51810 -5.18711
2 N 17.71778 15.21082 -4.54591
3 O 18.29984 16.28077 -4.57748
4 O 18.47281 14.22664 -4.67699
5 O 16.48869 15.06885 -4.48437
6 C 16.93188 18.03170 -7.08159
7 C 16.99596 18.12991 -5.53061
8 O 18.30493 17.97562 -5.08143
9 O 17.26155 19.26084 -7.68464
10 H 15.86662 17.88787 -7.26225
11 H 17.44260 17.25907 -7.65632
12 H 16.49526 17.31070 -5.01459
13 H 16.64339 19.11495 -5.22483
14 H 18.52732 17.04341 -5.02552
15 H 18.19555 19.26287 -7.90647
16 C 15.34396 17.08073 -3.38484
17 C 14.89453 15.80822 -2.49916
18 O 15.12582 14.64527 -3.26335
19 O 14.17481 17.22522 -4.26056
20 H 16.26617 16.95918 -3.95303
21 H 15.53342 18.00168 -2.83343
22 H 13.82267 15.84045 -2.30377
23 H 15.40373 15.69248 -1.54239
24 H 15.98133 14.71429 -3.69340
25 H 14.03042 16.38733 -4.70632
26 C 20.35152 19.00757 -3.82393
27 C 19.28823 20.01668 -4.02276
28 O 18.06934 19.63904 -3.48875
29 O 20.29663 17.84230 -4.57321
30 H 20.37679 18.70119 -2.77818
31 H 21.35584 19.42751 -3.87942
32 H 19.08066 20.35466 -5.03803
33 H 19.60834 20.90297 -3.47491
34 H 17.48241 19.48064 -4.23172
35 H 19.50955 17.31003 -4.43617

***

No. 6
Here is a single C2H2F2S molecule in a non-equilibrium geometry from the OMol25 dataset. Energies are from ωB97M-V/def2-TZVPD.

Properties
HOMO energy in eV: -9.7308
Spin multiplicity: 1
Energy above the lowest of the compared OMol25 structures with the same formula, charge and spin in kcal per mole: 20.9
Total charge: 0
SMILES: F[C@@H]1S[C@@H]1F
Frontier orbital gap in eV: 10.612

Geometry (Å):
1 C 0.72506 -0.84299 -0.13863
2 C 0.75053 0.77117 -0.14636
3 F 1.54221 -1.39209 -1.03190
4 F 1.56412 1.43282 -0.94736
5 S 1.55894 -0.00826 1.26635
6 H -0.17071 -1.25965 0.11261
7 H -0.26521 1.33710 0.10756

***

No. 7
Here is a single C4H6O2 molecule from the OMol25 dataset. Energies are from ωB97M-V/def2-TZVPD.

Properties
HOMO energy in eV: -8.4174
Spin multiplicity: 1
Energy above the lowest of the compared OMol25 structures with the same formula, charge and spin in kcal per mole: 112.2
Total charge: 0
Frontier orbital gap in eV: 8.543

Geometry (Å):
1 O 1.39484 0.80393 1.07541
2 C 1.79103 0.15344 0.13609
3 C 0.86408 -0.62795 -0.78421
4 C -0.28649 -1.10522 0.08306
5 C -1.74830 0.46313 0.53997
6 O -1.40229 -0.54525 -0.42699
7 H 2.86991 0.12788 -0.10903
8 H 1.39469 -1.47099 -1.23052
9 H 0.51659 0.05684 -1.57401
10 H -1.14219 0.29812 1.43562
11 H -2.81158 0.43600 0.76790
12 H -1.44030 1.41009 0.08670

***

No. 8
Here is a single C5H11NO molecule in a non-equilibrium geometry from the OMol25 dataset. Energies are from ωB97M-V/def2-TZVPD.

Properties
HOMO energy in eV: -9.1680
Spin multiplicity: 1
Energy above the lowest of the compared OMol25 structures with the same formula, charge and spin in kcal per mole: 17.2
Total charge: 0
SMILES: CCN(C=O)CC
Frontier orbital gap in eV: 10.102

Geometry (Å):
1 O -2.58705 0.79811 0.36295
2 C -1.81050 -0.16403 0.46228
3 N -0.64416 -0.25542 -0.27803
4 C 0.95606 -1.20613 1.35152
5 C 0.58938 1.85747 -0.69660
6 C 0.26898 -1.38169 -0.00042
7 C -0.29396 0.74396 -1.25665
8 H -1.98543 -0.87550 1.26017
9 H 0.27488 -1.35615 2.18824
10 H 1.74002 -1.92315 1.44711
11 H 1.39957 -0.21093 1.45676
12 H 0.03755 2.33303 0.13175
13 H 1.53716 1.43018 -0.37518
14 H 0.75158 2.61646 -1.46674
15 H 1.07613 -1.46442 -0.75021
16 H -0.29736 -2.33961 -0.07102
17 H 0.21708 0.24931 -2.09283
18 H -1.22994 1.14849 -1.67310